Model A:
DFT (ωB97M-V/def2-TZVPD) results for the ion CH5IN with charge +1.

```
8
Properties=species:S:1:pos:R:3
C 1.0405 -0.1288 -0.6436
N 0.1036 0.1643 0.4466
I 1.8106 -2.0716 -0.2291
H 0.4706 -0.0708 -1.4909
H 1.7778 0.6428 -0.7020
H -0.3488 1.1024 0.2013
H -0.6973 -0.5023 0.4028
H 0.4444 0.1384 1.4301
```

Highest occupied orbital energy, eV: -14.42
Multiplicity: 1
SMILES: [NH3+]CI
Frontier orbital gap, eV: 10.06
Net charge: +1

=====

Model B:
DFT (ωB97M-V/def2-TZVPD) results for the ion CH5IN with charge +1.

```
8
Properties=species:S:1:pos:R:3
C -0.3089 -0.6819 0.0385
N 0.5050 0.5706 -0.0091
I -2.2863 -0.0164 -0.3360
H 0.1479 -1.1692 -0.8274
H -0.2928 -1.2751 1.1014
H 1.4623 0.3850 0.1268
H 0.5538 1.0615 -0.9027
H 0.2191 1.1255 0.8086
```

Highest occupied orbital energy, eV: -14.39
Multiplicity: 1
SMILES: [NH3+]CI
Frontier orbital gap, eV: 10.04
Net charge: +1

=====

Consider the structures shown above. The least stable of them is model B.